1.
22
Properties=species:S:1:pos:R:3 method="wB97M-V/def2-TZVPD" energy_ha=-1022.0868 homo_energy_ev=-8.98 e_lumo_ha=-0.024 de_lowest_kj_mol=235.9 homo_lumo_gap_ha=0.3059 total_charge=0
O 0.55495 2.53457 0.49772
O -3.53394 1.77571 -0.13033
N -1.97564 0.61665 -1.14453
O 1.55474 -1.90976 1.31483
C -0.33481 2.23558 -0.36905
C -0.75013 0.78466 -0.71596
N -1.40358 3.04398 -0.80319
N 0.11800 -0.34964 -0.55380
S -2.72024 2.05366 -1.30942
C 2.23253 -0.94909 0.59816
C 0.17177 -1.79015 1.25777
C 1.60217 -0.36490 -0.68752
C -0.56638 -1.60982 -0.09064
H -1.67662 3.83662 -0.13482
H 3.16605 -1.53559 0.39147
H 2.34837 -0.04491 1.32767
H -0.13892 -2.80618 1.53621
H -0.31749 -1.14807 1.96566
H 1.90860 -0.97906 -1.59967
H 1.96627 0.63366 -0.69746
H -1.65421 -1.55094 0.18220
H -0.55150 -2.47699 -0.83530

---

2.
20
Properties=species:S:1:pos:R:3 method="wB97M-V/def2-TZVPD" energy_ha=-871.6755 homo_energy_ev=-8.43 e_lumo_ha=0.010 de_lowest_kj_mol=82.5 homo_lumo_gap_ha=0.3201 total_charge=0
C 2.04753 -0.88136 -1.61679
C 0.82641 -0.24483 -1.08986
N 0.43496 0.90794 -1.49352
C -0.63538 1.25773 -0.64375
C -0.42309 1.18347 0.91043
C -1.05054 0.00534 0.18354
N -2.27741 -0.58065 0.57623
N 0.04553 -0.93838 -0.16722
H 2.07093 -0.78036 -2.75120
H 1.88635 -1.96560 -1.56315
H 2.92074 -0.50900 -1.14659
H -1.26034 1.95318 -0.92796
H 0.52855 1.09239 1.30473
H -1.08997 1.60138 1.69073
H -2.88326 -0.94796 -0.08556
H -2.16662 -1.09930 1.43130
H -0.18768 -1.90639 -0.20152
O -1.54700 -3.62993 0.17617
C -1.75765 -3.78940 -0.95712
S -1.80338 -3.95622 -2.49754

---

3.
19
Properties=species:S:1:pos:R:3 method="wB97M-V/def2-TZVPD" energy_ha=-452.7231 homo_energy_ev=-13.26 e_lumo_ha=-0.153 de_lowest_kj_mol=329.1 homo_lumo_gap_ha=0.3348 total_charge=+1
H -1.95182 -3.78033 1.76879
N -1.70756 -3.02224 1.16616
C -1.13451 -1.96352 1.53420
C -0.72245 -1.11826 0.48774
C -0.94867 -1.17832 -0.84519
N -0.38444 -0.08828 -1.49410
C 0.28596 0.60375 -0.53366
C 0.93682 1.86883 -0.71670
C 1.62417 2.29668 -1.78017
N 0.05519 -0.00543 0.67520
N 0.41527 0.57032 1.86033
H -0.79090 -1.61434 2.48885
H -1.65211 -1.73212 -1.42690
H -0.29810 0.06593 -2.47085
H 0.67317 2.57279 -0.04643
H 1.83148 3.28327 -1.92979
H 1.63626 1.79510 -2.74394
H 0.98607 1.38372 1.59198
H 1.14616 0.06245 2.41448

---

4.
19
Properties=species:S:1:pos:R:3 method="wB97M-V/def2-TZVPD" energy_ha=-452.6186 homo_energy_ev="-13.85 / -13.85" e_lumo_ha="-0.180 / -0.180" de_lowest_kj_mol=603.5 homo_lumo_gap_ha="0.3293 / 0.3293" total_charge=+1
C -1.48701 0.69506 0.50975
N -0.20956 0.30554 0.18988
C 0.68277 0.76829 1.09077
N 1.89234 0.26677 1.33368
C 3.14634 0.33383 1.32234
N 3.73839 0.47706 0.16455
C 3.22876 0.26853 -1.02491
N 2.12372 0.17602 -1.53949
C 1.10072 -0.36260 -2.04563
C 0.21160 -0.70059 -0.77497
H -2.16101 0.70149 -0.42180
H -1.51176 1.75489 0.79008
H -2.02084 0.06342 1.32147
H 0.27922 1.49277 1.69736
H 3.80411 0.23808 2.31265
H 1.46624 -1.48881 -2.31468
H 0.74486 0.10699 -2.94697
H -0.53198 -1.40142 -1.12469
H 0.86670 -1.26783 -0.14113

---

5.
19
Properties=species:S:1:pos:R:3 method="wB97M-V/def2-TZVPD" energy_ha=-452.5776 homo_energy_ev="-10.71 / -14.02" e_lumo_ha="-0.145 / -0.275" de_lowest_kj_mol=125.4 homo_lumo_gap_ha="0.2491 / 0.2408" spin_multiplicity=3 total_charge=+1
C -0.15654 1.83557 -0.26745
C 1.16348 1.58179 -0.54898
C 1.05755 -0.69690 0.01044
C -2.45177 0.42462 0.13892
C -0.88112 0.72112 0.51271
C 1.60848 -2.07264 0.12731
N -2.39275 -0.86584 -0.44431
N -1.30555 -1.36847 -0.54296
N -0.35688 -0.62216 0.13110
N 1.75404 0.38415 -0.13313
H -0.52312 2.79030 -0.25913
H 1.57954 2.41783 -1.16427
H -3.07678 0.51921 1.02817
H -2.86394 1.14164 -0.60774
H -0.72746 0.79784 1.58670
H 1.18626 -2.37146 1.18686
H 2.63166 -2.22337 -0.14050
H 1.03815 -2.77076 -0.58162
H 2.71676 0.37752 -0.03211

---

6.
20
Properties=species:S:1:pos:R:3 method="wB97M-V/def2-TZVPD" energy_ha=-507.5602 homo_energy_ev=-7.51 e_lumo_ha=0.002 de_lowest_kj_mol=679.2 homo_lumo_gap_ha=0.2784 total_charge=0
C 2.33629 0.55618 1.09526
N 1.36286 0.27606 -0.04890
C 0.49621 1.35187 -0.36756
C -0.80070 1.05179 -0.12201
C -2.16678 1.15510 -0.37278
C -3.01984 0.21024 0.19335
N -2.71420 -0.97663 0.81228
N -1.52062 -1.37873 0.81974
N -0.51175 -0.59127 0.62837
N 0.71355 -0.93708 0.11515
C 0.87865 -1.62359 -1.12870
H 2.25878 -0.34850 1.65897
H 3.41136 0.67426 0.68800
H 2.02023 1.38564 1.64437
H 0.97281 2.27272 -0.32686
H -2.46439 1.94897 -1.00068
H -4.12840 0.33901 0.09208
H 0.66181 -2.72245 -1.10765
H 0.23441 -1.18500 -1.90191
H 1.97973 -1.45856 -1.37051